ORCA calculation (ωB97M-V/def2-TZVPD) on an isolated molecule of C20H19BrN2O4.

The geometry in XYZ format:
```
46
Properties=species:S:1:pos:R:3:forces:R:3
C 4.332 -2.213 2.788 0.19 -0.12 0.00
O 3.151 -1.467 2.639 -0.29 0.26 -0.16
C 2.969 -0.769 1.485 -0.09 -0.01 0.11
C 3.841 -0.755 0.410 -0.01 -0.17 0.29
C 3.559 -0.003 -0.722 -0.19 0.16 -0.08
C 2.404 0.751 -0.798 0.23 0.06 -0.07
C 2.066 1.531 -2.038 -0.10 -0.25 -0.11
C 1.382 0.630 -3.082 0.03 0.38 -0.08
N 0.233 -0.052 -2.528 0.18 -0.21 -0.06
C -0.962 0.565 -2.405 0.15 -0.54 0.01
O -1.210 1.658 -2.868 -0.11 0.35 -0.02
C -1.978 -0.257 -1.660 -0.21 -0.42 -0.20
C -2.226 -1.533 -2.031 0.26 0.39 -0.09
C -3.214 -2.366 -1.364 -0.19 0.03 0.33
O -3.481 -3.514 -1.654 0.03 -0.21 -0.17
N -3.857 -1.743 -0.309 -0.24 -0.37 0.03
C -3.643 -0.464 0.112 0.33 0.71 0.00
C -4.343 0.058 1.205 0.07 -0.05 -0.07
C -4.109 1.344 1.632 0.09 0.03 -0.11
C -3.176 2.130 0.958 0.13 0.17 0.02
Br -2.837 3.896 1.578 -0.03 -0.15 -0.06
C -2.480 1.648 -0.127 -0.16 0.08 0.16
C -2.698 0.337 -0.563 -0.36 -0.05 0.35
C 1.518 0.737 0.278 -0.04 -0.04 0.20
C 1.783 -0.003 1.416 -0.04 -0.16 0.29
O 0.981 -0.066 2.516 0.55 -0.21 -0.21
C -0.183 0.719 2.541 -0.30 0.14 -0.04
H 4.405 -3.009 2.038 0.00 0.04 0.02
H 5.221 -1.577 2.730 -0.03 -0.02 -0.01
H 4.273 -2.660 3.779 0.05 0.01 -0.08
H 4.754 -1.327 0.442 0.08 -0.08 0.07
H 4.258 -0.004 -1.544 0.10 0.01 -0.11
H 2.969 1.950 -2.483 0.00 0.08 -0.01
H 1.388 2.349 -1.793 0.03 0.06 -0.04
H 2.080 -0.125 -3.449 -0.04 0.05 -0.02
H 1.031 1.242 -3.916 0.11 -0.13 0.00
H 0.410 -0.885 -1.990 -0.15 0.07 0.04
H -1.709 -1.990 -2.861 0.03 -0.04 -0.06
H -4.549 -2.304 0.176 0.16 0.01 -0.16
H -5.068 -0.559 1.715 -0.08 -0.07 0.07
H -4.641 1.747 2.479 -0.05 0.02 0.06
H -1.783 2.277 -0.657 0.05 0.05 -0.03
H 0.618 1.330 0.216 -0.14 0.08 0.05
H -0.896 0.409 1.768 0.06 0.04 0.04
H -0.627 0.556 3.522 -0.01 0.04 -0.07
H 0.042 1.784 2.421 -0.02 -0.02 -0.03
```
Forces are in eV/Å.

* energy above the lowest of the compared OMol25 structures with the same formula, charge and spin: 0.00 kcal/mol
* SMILES string: COc1ccc(CCNC(=O)c2cc(=O)[nH]c3ccc(Br)cc23)cc1OC
* total energy: -102261.8955 eV
* HOMO-LUMO gap: 7.841 eV
* total charge: 0
* LUMO energy: -0.30 eV
* molecular weight: 431.29 g/mol

Atomic partial charges in e from the Mulliken method, atoms 1 to 4: number 1, C, carries -0.970; number 2, O, carries -0.425; number 3, C, carries 1.089; number 4, C, carries -0.571

ORCA calculation (ωB97M-V/def2-TZVPD) on a structure of composition C25H36As3N2PtS.

The geometry in XYZ format:
```
68
Properties=species:S:1:pos:R:3:forces:R:3
Pt 0.142 0.236 0.508 0.36 0.48 -0.96
C 4.200 -0.278 0.554 -0.10 0.03 0.01
As 2.617 0.043 -0.552 0.05 0.05 0.13
C 2.807 -1.428 -1.818 -0.11 -0.03 0.00
C 3.155 1.463 -1.812 -0.09 -0.08 0.16
C 3.092 2.934 -1.379 0.00 0.03 0.18
C 3.744 3.095 -0.003 -0.08 -0.01 -0.14
C 1.658 3.463 -1.371 -0.06 -0.17 0.10
As 0.289 2.783 -0.120 0.13 0.21 0.23
C -1.123 3.960 -0.796 -0.14 -0.19 -0.02
C 0.702 3.752 1.527 -0.01 -0.02 -0.02
C 3.891 3.718 -2.437 0.10 0.20 -0.04
As 3.977 5.710 -2.632 -0.12 -0.12 0.07
C 2.152 6.084 -3.281 0.00 0.09 -0.02
C 3.745 6.428 -0.812 0.00 0.00 -0.04
H 4.256 0.440 1.370 -0.01 0.02 -0.04
H 5.114 -0.232 -0.037 -0.03 0.02 -0.06
H 4.103 -1.276 0.980 0.00 0.00 -0.01
H 3.658 -1.235 -2.472 0.01 0.05 0.03
H 1.904 -1.521 -2.419 -0.01 0.02 0.02
H 2.968 -2.365 -1.291 -0.02 0.02 0.03
H 2.528 1.304 -2.695 0.04 -0.01 -0.02
H 4.181 1.208 -2.089 0.00 -0.01 -0.02
H 3.164 2.556 0.751 0.08 0.02 0.08
H 3.801 4.144 0.288 -0.02 -0.11 0.05
H 4.757 2.686 -0.013 0.01 0.02 0.03
H 1.217 3.338 -2.365 -0.02 0.03 0.01
H 1.682 4.533 -1.162 -0.06 -0.09 0.00
H -0.676 4.866 -1.204 0.09 -0.02 0.04
H -1.799 4.236 0.010 0.01 -0.02 0.01
H -1.698 3.466 -1.577 0.01 -0.02 0.02
H 1.042 4.767 1.326 -0.02 0.00 -0.05
H 1.459 3.224 2.104 0.02 0.00 -0.05
H -0.208 3.794 2.127 -0.01 0.00 -0.03
H 3.563 3.413 -3.437 0.01 -0.02 0.00
H 4.940 3.419 -2.362 0.00 -0.03 -0.02
H 1.876 5.364 -4.052 0.02 -0.01 0.00
H 2.155 7.073 -3.738 0.02 0.00 0.00
H 1.398 6.074 -2.494 0.04 0.01 -0.04
H 4.617 6.207 -0.198 0.00 -0.01 -0.02
H 2.843 6.081 -0.306 0.02 0.01 -0.02
H 3.683 7.511 -0.918 -0.01 0.00 -0.01
S -4.142 -1.661 -0.454 0.15 0.08 0.07
C -4.583 -0.016 -0.112 0.24 -0.01 0.00
C -5.822 0.603 -0.218 -0.03 0.01 -0.01
C -5.917 1.931 0.150 -0.08 -0.04 -0.03
C -4.804 2.630 0.625 0.09 0.05 0.05
C -3.572 2.017 0.723 0.08 -0.10 -0.01
C -3.451 0.684 0.335 -0.39 -0.01 -0.10
N -2.301 -0.073 0.375 0.29 -0.07 0.25
C -2.504 -1.307 0.022 -0.41 0.16 -0.10
C -1.435 -2.296 0.062 0.35 -0.27 0.01
C -1.685 -3.656 -0.127 -0.13 0.21 -0.01
C -0.663 -4.577 0.010 -0.01 -0.11 0.00
C 0.611 -4.144 0.355 0.00 0.04 0.00
C 0.860 -2.789 0.529 -0.07 -0.07 -0.01
C -0.140 -1.838 0.359 -0.02 0.24 0.25
H -6.684 0.058 -0.578 -0.02 0.03 0.02
H -6.871 2.436 0.079 0.01 -0.01 0.00
H -4.913 3.663 0.927 -0.01 -0.01 -0.01
H -2.698 2.525 1.106 -0.04 0.07 0.03
H -2.690 -3.986 -0.366 0.03 -0.08 0.01
H -0.861 -5.631 -0.129 0.00 0.01 -0.01
H 1.406 -4.866 0.490 0.00 0.01 0.00
H 1.857 -2.470 0.812 0.02 -0.03 0.01
N 0.032 -0.154 3.518 0.27 0.47 0.40
C 0.310 0.343 2.508 -0.44 -0.92 -0.33
H -0.161 -0.463 4.450 0.03 0.03 -0.06
```
Forces are in eV/Å.

* total energy: -226079.7741 eV
* multiplicity: 3
* HOMO-LUMO gap (alpha / beta): 6.868 / 6.470 eV
* total charge: +1
* LUMO energy (alpha / beta): -2.39 / -4.32 eV
* molecular weight: 816.49 g/mol

Atomic partial charges in e from the Mulliken method, atoms 1 to 4: number 1, Pt, carries 1.017; number 2, C, carries -1.290; number 3, As, carries 0.486; number 4, C, carries -1.221

ORCA calculation (ωB97M-V/def2-TZVPD) on a structure of composition C3H4BeFO3.

The geometry in XYZ format:
```
12
Properties=species:S:1:pos:R:3:forces:R:3
C 1.177 0.920 -0.132 1.44 0.36 0.51
C 0.060 0.751 -0.951 -3.63 -2.24 -0.81
H 0.967 1.460 0.797 -0.09 -0.33 -0.04
H 1.863 0.069 -0.045 -0.44 -0.10 0.23
F 0.198 -0.058 -2.034 0.24 0.93 1.07
H -0.621 1.582 -1.180 0.31 -0.39 0.21
Be 2.099 2.069 -0.983 0.53 0.42 -0.21
O -1.154 -1.129 1.864 -0.21 0.34 0.37
C -1.197 -1.234 0.507 1.44 -2.23 -0.09
O -1.033 -2.329 -0.027 -0.31 1.04 0.36
O -1.332 -0.091 -0.048 0.80 2.33 -1.37
H -1.027 -2.012 2.231 -0.08 -0.12 -0.22
```
Forces are in eV/Å.

* energy above the lowest of the compared OMol25 structures with the same formula, charge and spin: 3.11 kcal/mol
* total energy: -12433.8952 eV
* multiplicity: 2
* HOMO-LUMO gap (alpha / beta): 7.661 / 8.031 eV
* total charge: 0
* LUMO energy (alpha / beta): -0.74 / -1.56 eV
* molecular weight: 116.07 g/mol

Atomic partial charges in e from the Mulliken method, atoms 1 to 4: number 1, C, carries -0.221; number 2, C, carries 0.027; number 3, H, carries 0.243; number 4, H, carries 0.312

ORCA calculation (ωB97M-V/def2-TZVPD) on a cluster of 2 separate species, C13H21BrCl2N2O2S in total.

The geometry in XYZ format:
```
42
Properties=species:S:1:pos:R:3:forces:R:3
N 0.635 -3.515 1.183 0.61 -0.62 -0.86
C 1.377 -3.205 -0.034 -0.27 0.50 0.39
C 2.325 -1.997 0.128 -0.31 -0.63 0.84
C 1.549 -0.825 0.730 0.28 0.68 -0.87
C 2.168 0.586 0.422 -0.29 -0.13 0.72
C 1.465 1.304 -0.676 0.95 -0.49 -0.25
C 1.996 1.386 -1.969 -0.20 0.19 -0.26
Br 3.637 0.603 -2.464 -0.07 0.00 0.22
C 1.323 2.075 -2.962 -0.12 -0.05 0.20
C 0.118 2.677 -2.651 -0.05 -0.01 0.27
C -0.380 2.570 -1.376 -0.08 0.33 -0.51
N 0.277 1.898 -0.419 0.19 -0.34 -0.19
C -0.244 1.787 0.958 -0.39 0.65 0.93
C -1.715 2.097 1.133 -0.06 0.15 -0.51
C -2.571 1.160 0.298 -0.57 -0.49 -0.04
C -2.555 -0.227 0.955 -0.12 0.54 -0.40
S -2.395 -1.477 -0.322 0.33 0.20 -0.72
O -1.029 -1.894 -0.453 -0.65 0.05 0.14
O -2.962 -0.958 -1.540 -0.59 -0.05 0.23
Cl -3.528 -3.064 0.237 0.18 0.36 -0.02
H -0.294 -3.112 1.197 0.41 0.07 0.37
H 1.143 -3.284 2.022 -0.26 0.04 0.15
H 0.630 -2.901 -0.767 0.40 -0.59 -0.25
H 1.925 -4.084 -0.368 0.18 0.01 -0.25
H 3.077 -2.302 0.862 0.39 0.15 -0.19
H 2.815 -1.741 -0.807 0.07 0.03 -0.16
H 1.469 -0.908 1.806 -0.18 -0.20 0.15
H 0.544 -0.843 0.307 0.08 -0.08 0.29
H 3.232 0.540 0.232 0.14 -0.13 -0.26
H 2.066 1.178 1.330 0.09 0.16 -0.01
H 1.725 2.144 -3.959 0.11 -0.04 -0.08
H -0.442 3.234 -3.383 -0.05 0.03 -0.09
H -1.313 3.054 -1.150 -0.07 -0.12 0.42
H -0.077 0.792 1.359 0.16 -0.14 -0.37
H 0.346 2.466 1.573 0.11 0.08 -0.01
H -1.922 1.929 2.188 -0.02 0.02 0.12
H -1.966 3.141 0.943 0.14 0.11 -0.08
H -3.594 1.522 0.230 -0.06 0.10 -0.01
H -2.240 1.044 -0.733 0.11 0.33 -0.01
H -3.473 -0.438 1.489 0.00 -0.09 0.23
H -1.706 -0.337 1.651 -0.58 -0.48 -0.33
Cl -1.437 -2.075 2.801 0.05 -0.10 1.04
```
Forces are in eV/Å.

* energy above the lowest of the compared OMol25 structures with the same formula, charge and spin: 0.00 kcal/mol
* total energy: -126817.5493 eV
* HOMO-LUMO gap: 5.394 eV
* total charge: 0
* LUMO energy: -1.73 eV
* molecular weight: 420.20 g/mol

Atomic partial charges in e from the Mulliken method, atoms 1 to 4: number 1, N, carries -0.553; number 2, C, carries -0.771; number 3, C, carries -0.613; number 4, C, carries 0.899